Below is an isolated molecule of C3H6O2, with properties calculated with the ωB97M-V functional and the def2-TZVPD basis.

Computed properties:
Gap between HOMO and LUMO (eV): 9.20
LUMO energy (Ha): 0.012
Energy above the lowest of the compared OMol25 structures with the same formula, charge and spin (kJ/mol): 458.1
HOMO (eV): -8.87

Atoms and positions in Å:
C: 0.185 -0.222 0.932
H: 0.515 1.490 -0.462
H: -0.268 -0.301 -1.752
C: 0.075 1.191 0.492
H: 0.167 1.974 1.249
O: -1.310 0.839 0.229
O: 0.599 -0.654 -1.506
H: -0.249 -1.988 -0.149
C: 0.467 -1.151 -0.187
H: -1.617 0.408 1.053
H: 1.437 -1.586 0.101

=====

Below is an isolated molecule of C3H6O2 at a distorted geometry, with properties calculated with the ωB97M-V functional and the def2-TZVPD basis.

Computed properties:
Gap between HOMO and LUMO (eV): 10.90
LUMO energy (Ha): 0.028
SMILES string: O=CCCO
Energy above the lowest of the compared OMol25 structures with the same formula, charge and spin (kJ/mol): 191.0
HOMO (eV): -10.13

Atoms and positions in Å:
H: 0.408 0.414 -1.358
O: -1.048 -1.321 0.013
H: 1.420 0.251 1.412
H: 0.293 1.837 -0.304
H: -0.939 0.126 1.179
H: -0.530 -1.648 -0.776
O: 1.984 -0.953 -0.125
H: -2.073 0.480 -0.164
C: 0.255 0.736 -0.319
C: 1.329 -0.003 0.305
C: -1.099 0.080 0.136

=====

Below is an isolated molecule of C3H6O2 at a distorted geometry, with properties calculated with the ωB97M-V functional and the def2-TZVPD basis.

Computed properties:
Gap between HOMO and LUMO (eV): 10.18
LUMO energy (Ha): 0.041
SMILES string: C/C=C/OO
Energy above the lowest of the compared OMol25 structures with the same formula, charge and spin (kJ/mol): 526.0
HOMO (eV): -9.05

Atoms and positions in Å:
C: 0.181 -0.156 -0.258
H: -1.662 -0.937 -0.486
H: 0.665 -0.186 1.764
C: 1.003 -0.254 0.743
H: -1.637 -0.038 1.031
H: -1.847 0.573 -0.525
H: 0.456 -0.048 -1.288
H: 4.019 0.090 -0.505
O: 3.121 0.303 -0.515
O: 2.637 -0.433 0.591
C: -1.282 -0.141 0.013

=====

Below is a cluster of 2 separate species, C3H6O2 in total at a distorted geometry, with properties calculated with the ωB97M-V functional and the def2-TZVPD basis.

Computed properties:
Gap between HOMO and LUMO (eV): 11.11
LUMO energy (Ha): 0.030
SMILES string: O=CO.C=C
Energy above the lowest of the compared OMol25 structures with the same formula, charge and spin (kJ/mol): 174.5
HOMO (eV): -10.28

Atoms and positions in Å:
C: 0.296 1.472 2.088
C: 0.236 -1.512 -1.899
O: 1.084 0.876 2.751
H: -0.277 -2.459 -2.020
H: -1.313 -0.645 -0.748
O: -0.364 1.080 0.955
H: -0.557 0.131 1.110
C: -0.324 -0.543 -1.191
H: 0.028 0.476 -1.153
H: 1.229 -1.336 -2.299
H: -0.039 2.460 2.405

=====

Below is an isolated molecule of C3H6O2 at a distorted geometry, with properties calculated with the ωB97M-V functional and the def2-TZVPD basis.

Computed properties:
Gap between HOMO and LUMO (eV): 10.78
LUMO energy (Ha): 0.015
SMILES string: CCC(=O)O
Energy above the lowest of the compared OMol25 structures with the same formula, charge and spin (kJ/mol): 252.7
HOMO (eV): -10.38

Atoms and positions in Å:
O: 1.271 1.341 0.055
H: 0.155 1.402 0.358
H: -0.781 0.330 -1.391
H: -1.298 1.010 0.072
H: 0.075 -1.718 0.235
O: 2.457 -0.627 -0.265
C: 1.361 -0.083 0.015
H: -0.286 -0.291 1.420
C: -0.944 -0.029 -0.356
C: -0.011 -0.667 0.417
H: -1.998 -0.668 -0.560

=====

Below is a cluster of 2 separate species, C3H6O2 in total at a distorted geometry, with properties calculated with the ωB97M-V functional and the def2-TZVPD basis.

Computed properties:
Gap between HOMO and LUMO (eV): 11.02
LUMO energy (Ha): 0.020
SMILES string: O=CO.C=C
Energy above the lowest of the compared OMol25 structures with the same formula, charge and spin (kJ/mol): 160.1
HOMO (eV): -10.47

Atoms and positions in Å:
H: 2.365 0.231 -0.060
O: -1.917 -0.911 -1.005
O: -2.148 -1.612 1.053
H: 1.436 1.204 -1.304
H: -0.416 -1.943 0.024
H: 0.029 2.110 0.593
C: 0.838 1.410 0.751
C: -1.451 -1.570 0.087
H: 0.800 0.879 1.707
C: 1.616 0.989 -0.247
H: -1.152 -0.787 -1.599

=====

Below is an isolated molecule of C3H6O2 at a distorted geometry, with properties calculated with the ωB97M-V functional and the def2-TZVPD basis.

Computed properties:
Gap between HOMO and LUMO (eV): 11.23
LUMO energy (Ha): 0.038
SMILES string: OC[C@H]1CO1
Energy above the lowest of the compared OMol25 structures with the same formula, charge and spin (kJ/mol): 236.9
HOMO (eV): -10.19

Atoms and positions in Å:
H: -0.460 1.816 0.999
H: 0.987 -1.517 -2.033
H: -1.009 -0.940 1.508
H: -1.631 0.143 0.134
O: -0.436 1.029 1.674
O: 0.710 0.357 -1.087
H: -0.749 -0.957 -1.975
C: 0.269 -0.896 -1.463
C: 0.385 -0.479 -0.026
H: 1.326 -0.812 0.472
C: -0.763 -0.095 0.856

=====

Below is a cluster of 2 separate species, C3H6O2 in total at a distorted geometry, with properties calculated with the ωB97M-V functional and the def2-TZVPD basis.

Computed properties:
Gap between HOMO and LUMO (eV): 10.73
LUMO energy (Ha): 0.033
SMILES string: C=CO.C=O
Energy above the lowest of the compared OMol25 structures with the same formula, charge and spin (kJ/mol): 273.8
HOMO (eV): -9.84

Atoms and positions in Å:
C: -1.266 4.988 -1.170
O: -1.398 5.836 -1.974
H: -1.164 -3.129 0.055
C: 0.693 -3.158 0.449
H: 1.344 -1.708 1.857
H: 1.003 -3.950 -0.232
C: 1.553 -2.364 1.033
H: -1.738 5.125 -0.177
H: -0.871 3.966 -1.481
H: 2.526 -2.390 0.725
O: -0.682 -3.217 0.916